No. 1
{"formula": "C25H75N5O10", "method": "ωB97M-V/def2-TZVPD", "gap_ev": 9.15, "lumo_energy_ev": 0.5170, "max_force_ev_per_a": 3.017, "smiles": "COC[C@H](C)N.COC[C@H](C)N.COC[C@H](C)N.COC[C@H](C)N.COC[C@H](C)N.CO.CO.CO.CO.CO", "e_tot_ha": -2023.34919, "de_lowest_kj_mol": 448.25, "spin_multiplicity": 1, "species": ["N", "H", "H", "C", "H", "C", "H", "H", "H", "H", "O", "C", "H", "C", "H", "H", "N", "H", "H", "H", "H", "C", "H", "H", "H", "H", "H", "H", "N", "C", "H", "H", "O", "C", "H", "H", "C", "H", "H", "H", "N", "H", "O", "C", "H", "H", "O", "H", "H", "H", "H", "H", "O", "C", "H", "H", "H", "H", "H", "H", "H", "H", "H", "H", "H", "H", "H", "C", "H", "H", "C", "C", "H", "H", "H", "C", "H", "N", "C", "H", "C", "H", "H", "H", "C", "O", "C", "H", "H", "H", "H", "H", "H", "C", "O", "C", "C", "H", "C", "C", "C", "H", "H", "H", "H", "O", "H", "C", "H", "O", "H", "H", "H", "O", "H"], "xyz": [[1.89696, 1.13259, -3.36705], [-5.72516, -3.01956, 1.10188], [-0.32372, -0.94022, 0.14621], [-1.29995, 2.72874, -5.79004], [0.93761, -0.18108, -5.50640], [0.11894, -4.28186, -5.59471], [1.48483, 3.34267, 6.31934], [0.30059, -4.80218, -6.53511], [-3.64469, -4.32746, 0.58783], [-1.63005, 0.72084, 8.13971], [-2.30112, 2.61006, -4.79357], [1.36427, 0.45684, 0.07633], [1.24176, -1.66970, -0.06435], [1.78100, 1.29248, 5.71195], [1.58467, 5.58842, 2.85211], [0.62498, -3.15499, -1.75474], [1.35051, 3.03148, 7.27077], [-0.23002, -2.39591, -3.18904], [-1.91680, 1.19175, -0.90579], [-1.66659, 3.22633, -6.68786], [1.08387, 0.09575, 2.15113], [0.96024, 1.65544, 6.99096], [-0.96096, 2.93382, -3.27094], [-3.05729, 0.13100, -2.83540], [3.52613, -1.46773, -4.76555], [4.92939, 3.32605, 5.41172], [-1.05039, -2.64228, -1.75971], [-0.10532, -1.74754, 4.12068], [-6.99378, -0.97761, 1.38803], [0.92791, 0.74565, 8.27372], [-3.04392, -4.11269, -1.02141], [4.10804, 0.03905, -8.23964], [0.69161, 4.09858, 1.62247], [-6.05321, -1.03062, 0.33590], [3.54704, 0.99147, -4.75134], [-4.68289, 0.57332, 1.18949], [-1.22051, -0.28755, 8.19896], [2.27193, 0.50762, -0.52506], [2.74118, -0.00597, 1.74675], [-0.95873, -4.36415, -5.45349], [-3.65570, 0.92500, -3.01303], [-1.19896, -0.64819, 9.22734], [0.13951, -0.40817, 7.84001], [3.47855, 0.49423, -7.47501], [4.99056, 1.74603, 3.06411], [1.92117, 0.34132, 8.46880], [-1.75604, -1.27108, 2.88155], [-7.60478, -1.78140, 1.36162], [2.35520, 1.67703, -2.65032], [-3.33440, 2.02106, -0.44175], [-1.56868, -1.26922, 4.95194], [1.63699, 0.24222, 5.45832], [2.84115, -5.64307, -1.30602], [-5.22804, 0.22636, 0.31169], [0.10608, -5.84017, -4.45643], [-2.56265, -2.95552, 0.19587], [0.57686, 3.62722, 7.52896], [4.49143, -5.29387, -0.06805], [-1.79481, -1.02402, 7.63690], [-3.58648, 1.05885, -4.01173], [0.54032, 1.17348, 9.19830], [-3.64041, 2.95363, -2.61091], [4.28785, -4.13462, -1.43671], [-2.08297, 3.05377, -0.94314], [-4.36005, -1.83690, 1.27500], [-0.09618, 1.73769, 6.73541], [2.09486, 5.61953, 1.29927], [-2.94134, 2.11735, -2.60431], [-1.36827, 1.19691, -3.49710], [1.07451, 0.61181, -3.09782], [-0.96971, -1.08632, 4.05982], [1.84532, 0.57918, 1.53909], [-0.96931, 1.75213, -6.14361], [0.01986, 1.46047, -1.00106], [-0.19037, 1.65037, 0.65658], [-3.39897, -3.56326, -0.14954], [2.24711, 1.49374, 1.97526], [0.46982, 1.57323, -0.10389], [1.80691, 0.42235, -5.76773], [0.91128, 3.64699, 0.80430], [5.16079, 1.85914, 4.13477], [1.49536, 1.41672, -6.08752], [-2.38157, -0.54347, 2.91140], [4.08741, 1.12793, -6.83016], [-5.17869, -2.19221, 0.64915], [2.54868, -0.34195, -6.78860], [2.98558, -0.87914, -4.02428], [2.85790, 1.17879, -8.05316], [-0.57351, -0.07145, 4.09401], [2.67216, -5.20363, -2.14265], [0.46015, -3.25705, -5.74115], [3.63265, -0.83065, -3.14847], [6.12486, 1.39544, 4.34373], [-2.50945, 2.07271, -1.15230], [0.34584, -1.05435, -1.73664], [-1.73733, 2.22120, -3.54935], [2.60100, 0.51082, -4.50217], [1.55992, 1.81971, 4.78392], [1.80615, 4.88413, 2.05022], [4.15527, -5.16163, -1.09645], [-0.05316, -2.38075, -2.11359], [-7.58108, -0.15766, 1.33454], [4.88825, -5.78146, -1.61283], [-4.39758, 0.21025, -0.39413], [2.82760, 1.52993, 5.90260], [-4.59658, -2.75015, -0.53064], [-6.60487, -1.18620, -0.59123], [0.63690, -0.80979, -0.35208], [2.69634, 4.26588, 2.16608], [5.02619, 3.27291, 4.45810], [4.45149, 1.31895, 4.76182], [-0.45192, 3.32251, -5.44889], [2.12822, -1.49958, -3.76334], [0.64465, -5.05221, -4.55967], [-5.86360, 1.08923, 0.11263]]}


No. 2
{"formula": "C25H25AsN3O2Os", "method": "ωB97M-V/def2-TZVPD", "gap_ev": [7.69, 5.31], "lumo_energy_ev": [-9.8041, -12.0727], "max_force_ev_per_a": 0.517, "charge": 3, "e_tot_ha": -3607.66677, "s_squared": 6.157, "de_lowest_kj_mol": 0.00, "spin_multiplicity": 5, "species": ["H", "H", "C", "H", "H", "As", "C", "H", "C", "C", "C", "H", "H", "C", "C", "C", "C", "H", "C", "C", "C", "C", "N", "C", "H", "N", "H", "H", "C", "C", "H", "N", "O", "H", "H", "C", "C", "H", "C", "C", "O", "H", "H", "H", "C", "C", "H", "H", "H", "C", "C", "H", "H", "C", "H", "H", "Os"], "xyz": [[-1.17274, 4.02070, 3.68149], [-3.93161, 1.05300, -0.44628], [0.96045, -2.99771, -2.04824], [2.10485, 0.48614, 3.79398], [3.16974, 3.27269, -3.43064], [0.01669, -0.91495, -0.48976], [-1.79385, 3.03989, 1.90375], [1.52398, -4.73346, -3.23731], [-3.12623, -3.64946, -1.36037], [-2.03710, 3.97664, 3.02223], [3.19329, -3.47398, -2.83590], [-2.95331, -5.44898, -2.52168], [0.92881, -1.17838, 5.18901], [-2.74137, 2.20651, 1.28075], [-0.12038, -2.06300, 3.54154], [1.86819, -3.82647, -2.76024], [2.27920, 2.78874, -1.63497], [-4.78954, 1.45878, 1.18527], [-0.42205, -3.27024, -1.86609], [-1.15902, -2.31954, -1.08678], [1.20560, -0.19051, 1.96670], [-1.09488, -4.40656, -2.38616], [-0.54594, 2.91109, 1.35315], [1.41386, -0.21200, 3.34070], [3.89509, -4.10028, -3.36934], [1.44989, 2.26931, -1.03258], [4.27777, 2.93940, -2.10016], [-3.05893, -1.80380, -0.24679], [0.32770, -1.11450, 1.38887], [3.42243, 4.95554, -2.04691], [2.52898, 5.47084, -2.39250], [-2.21432, 1.41791, 0.31656], [-3.05675, 0.62906, -0.40989], [-2.19785, 4.98480, 2.62644], [4.28167, 5.37331, -2.56606], [3.64425, -2.30320, -2.21781], [-2.43306, -4.58537, -2.13070], [4.69395, -2.04464, -2.27777], [-2.48845, -2.50539, -0.83630], [-0.34460, -2.04735, 2.17247], [0.40087, 3.55328, 1.82551], [-0.62213, -2.79584, 4.15916], [-4.17921, -3.80370, -1.16091], [-4.62056, 3.19962, 1.44948], [-4.18317, 2.22270, 1.66542], [3.35245, 3.45546, -2.36901], [-4.26808, 2.05738, 2.74057], [3.15316, -0.56088, -1.04698], [-1.02576, -2.76347, 1.73075], [2.76341, -1.45443, -1.51693], [0.75333, -1.14879, 4.12194], [-0.55987, -5.13270, -2.98217], [3.55021, 5.12469, -0.97989], [1.44596, -1.80002, -1.43546], [-2.91618, 3.68807, 3.59264], [1.77286, 0.51145, 1.35907], [-0.32169, 1.58264, -0.18487]]}


No. 3
{"formula": "C30H34B2F4NP2Yb", "method": "ωB97M-V/def2-TZVPD", "gap_ev": [7.99, 7.25], "lumo_energy_ev": [-0.2021, -0.9124], "max_force_ev_per_a": 2.377, "e_tot_ha": -3509.13995, "s_squared": 0.751, "de_lowest_kj_mol": 0.00, "spin_multiplicity": 2, "species": ["C", "H", "H", "B", "H", "F", "C", "F", "C", "C", "C", "H", "H", "H", "C", "H", "H", "H", "N", "C", "H", "H", "B", "H", "H", "H", "C", "C", "C", "C", "H", "H", "H", "H", "C", "C", "H", "C", "Yb", "C", "H", "H", "F", "C", "C", "H", "H", "C", "F", "H", "H", "H", "P", "P", "C", "C", "C", "C", "C", "C", "C", "C", "H", "H", "H", "C", "H", "H", "H", "C", "H", "C", "C", "H"], "xyz": [[-1.82570, 4.80955, -1.40483], [1.80028, -2.36296, -4.23398], [2.08919, -0.97630, -2.20375], [1.14926, -1.13827, 3.57590], [-4.12560, -0.00076, 4.13518], [0.34084, -0.37770, 2.64461], [0.80869, -5.28320, 1.83063], [2.47253, -1.00966, 3.08277], [0.92033, -1.96433, -3.71787], [-2.07144, 4.23380, -0.15093], [-1.96463, 2.06562, 1.63974], [-0.70895, -3.11855, -0.47863], [5.46128, -0.78138, -1.97847], [5.43481, 2.35061, -0.65765], [3.59580, 2.05904, -1.74815], [-3.61669, 1.81082, 0.26656], [-2.47790, -2.02385, -3.86731], [-3.37538, 4.26406, 1.58287], [3.31948, -1.84793, 0.22855], [-0.03460, -0.62020, -1.94732], [1.29966, -6.03498, 1.17359], [-2.19064, -0.56992, -1.87632], [5.67031, -1.57237, -1.04832], [-4.98075, 0.48898, 1.85279], [4.01053, 2.43008, -2.69455], [1.57656, -4.55893, 2.15518], [2.27874, 1.59476, -1.71300], [-0.34903, -4.60785, 1.08659], [-0.91822, 1.83797, -0.91713], [4.33766, -1.75639, -0.32142], [-4.53185, 6.85583, -1.64600], [-0.45051, 2.30092, -1.81359], [6.02644, -2.67284, -1.47894], [-4.94302, 5.90275, 0.62148], [-3.99428, 0.85239, 2.15940], [1.74326, 1.11048, -0.51859], [-0.92904, 4.51076, -1.95434], [2.52828, 1.15093, 0.64659], [1.31811, -1.73845, 1.14913], [-4.06378, 5.59872, 0.04260], [2.08565, 0.87481, 1.60329], [-1.95821, 1.56898, -1.16926], [0.78799, -2.48082, 3.29481], [-3.51228, 0.57276, 3.43546], [-0.35030, -2.26421, -4.19424], [0.47176, -5.80975, 2.74449], [-2.02034, -5.24092, -0.19064], [-3.22347, 1.58757, 1.26216], [0.97395, -0.73718, 4.85579], [-0.55534, -6.27160, -0.31860], [-1.64217, -6.40741, 1.10008], [-0.99481, -4.10789, 1.82642], [-0.88038, 3.02930, 0.52751], [0.08309, 0.36037, -0.41791], [3.84617, 1.59518, 0.59546], [-1.18413, -5.69085, 0.38336], [1.08526, -1.17138, -2.58601], [-3.18611, 4.66781, 0.58134], [4.38894, 2.03268, -0.60413], [-2.70250, 5.75138, -1.93334], [-1.50041, 1.79665, 2.92861], [-2.26132, 1.04000, 3.81770], [1.68187, 1.58590, -2.63726], [-0.45959, -2.89897, -5.07715], [-0.51669, 2.16858, 3.23681], [0.12813, -3.59028, 0.07564], [-1.86326, 0.82812, 4.81061], [0.83131, -4.06716, -0.64565], [4.44373, 1.59238, 1.50744], [-1.47040, -1.77261, -3.53045], [6.48419, -1.11668, -0.23919], [-3.82761, 6.13617, -1.21667], [-1.31648, -0.95399, -2.41434], [-2.49627, 6.18184, -2.91520]]}